#P
DFT (ωB97M-V/def2-TZVPD) results for a molecular structure, C5H11N3.

Properties
Spin multiplicity: 1
LUMO level in eV: 0.955
Charge: 0
HOMO energy in eV: -8.3

Atoms and positions in Å:
H  1.53139  2.32750  -0.76938
C  1.56614  1.26869  -0.48559
N  -1.17062  -1.68633  -1.79485
H  -0.61966  -2.53173  -1.82414
H  -1.56335  -1.40694  -2.68417
H  -0.17762  -2.56584  1.03289
C  -0.15424  -1.47790  1.16782
H  1.96088  0.70040  -1.33192
N  0.23048  -0.82366  -0.05977
C  -0.42291  1.53968  1.08299
H  0.10139  1.27934  2.00962
C  0.18391  0.79666  -0.08511
H  -1.47994  1.29577  1.22082
H  0.58569  -1.27076  1.94757
H  -0.33495  2.62375  0.95204
H  -1.13989  -1.15230  1.52448
N  -0.72689  0.59628  -1.16487
H  2.26776  1.17442  0.34881
C  -0.63758  -0.68704  -1.08723

#Q
DFT (ωB97M-V/def2-TZVPD) results for 2 unconnected molecules or ions with the total composition C5H11N3.

Properties
Spin multiplicity: 1
LUMO level in eV: 0.735
Charge: 0
HOMO energy in eV: -7.9

Atoms and positions in Å:
H  1.32774  -1.19470  -0.35851
N  1.15208  0.37496  -1.48886
H  -1.01887  0.49834  0.47749
H  0.19200  -1.36719  -1.90460
C  -1.47238  0.93678  1.33854
C  0.40991  0.80555  -2.69301
C  -0.31647  -2.12231  2.82742
N  -1.35234  0.15696  2.54959
H  1.82526  2.02138  -0.95335
C  0.91750  -0.87710  -1.31711
H  -0.98538  1.85340  1.55359
H  -0.87785  -2.95705  3.10058
H  0.73841  -2.29976  2.79217
H  0.77720  0.12672  -3.43524
H  -2.53375  1.31910  1.13304
H  -0.62195  0.81921  -2.45474
C  -0.85330  -0.96349  2.49944
N  1.80902  1.13207  -0.66101
H  0.88315  1.73714  -3.00542

#P comes first in stability; the runner-up is 4.246 eV higher.